Formula: C36H99MgN8O10
Source: OMol25
Level of theory: ωB97M-V/def2-TZVPD

Structure (XYZ):
```
154
Properties=species:S:1:pos:R:3:forces:R:3
Mg -1.409970 4.784790 -2.975735 1.0 -0.6 1.6
C -0.293930 0.707930 0.742625 -0.6 1.2 0.4
C -0.513820 0.964000 -0.779695 0.2 -0.7 0.4
O -0.525000 2.228150 -1.284435 0.3 2.2 -0.1
H -0.477980 -0.324240 1.040715 0.2 -0.1 -0.4
H -0.928520 1.291870 1.409265 -0.6 0.2 -0.2
H 0.688450 1.033870 1.084365 0.3 -0.3 -0.4
H -1.417510 0.459920 -1.122255 -0.3 -0.6 0.1
H 0.343460 0.432480 -1.192805 0.1 -0.4 -0.7
C -4.562540 -1.522260 2.166155 0.0 0.1 -0.8
C -5.831440 -2.160260 2.711845 1.6 0.1 0.6
O -6.505410 -1.315600 3.623895 -1.1 0.4 -0.6
H -4.710510 -0.579070 1.640235 -0.4 0.4 0.5
H -4.215870 -2.124080 1.326085 0.5 -0.5 0.3
H -3.792230 -1.387110 2.925405 0.1 -0.1 -0.1
H -5.516800 -3.044620 3.265925 -0.1 -0.4 -0.2
H -6.416600 -2.487040 1.852255 -0.7 0.4 0.5
H -5.998490 -1.166580 4.425415 0.3 -0.3 -0.2
C 10.098710 0.994500 0.945115 -0.4 -0.6 0.3
C 9.248160 1.330170 -0.271185 0.4 0.2 0.6
C 7.730390 1.571920 0.020645 -0.5 -0.7 0.4
O 6.867360 0.463850 -0.221435 0.6 -0.5 -0.5
C 5.520830 0.673540 0.132645 0.3 -0.3 0.2
N 9.767340 2.585050 -0.782435 -0.6 0.7 -0.5
H 9.694280 0.115160 1.446405 0.0 0.0 0.2
H 10.172910 1.822570 1.650025 -0.1 0.0 0.0
H 11.096500 0.707190 0.613515 0.1 0.2 0.0
H 9.515380 0.540200 -0.973075 -1.1 -0.4 -0.3
H 7.289860 2.406130 -0.525355 0.5 0.4 -0.4
H 7.589590 1.807240 1.075585 0.4 0.3 0.3
H 5.389640 0.801110 1.207185 0.1 0.1 0.3
H 4.984430 -0.229960 -0.157295 0.0 0.1 -0.1
H 5.071370 1.543230 -0.346655 0.0 0.2 -0.3
H 10.742040 2.516730 -1.038175 0.1 -0.1 0.1
H 9.250600 2.737810 -1.636685 0.2 0.5 -0.3
C -0.370920 -1.038700 6.866245 -0.9 -0.5 -0.7
C -0.220590 -0.271600 8.174095 0.2 0.2 -0.3
C -1.039530 -0.834210 9.326005 -1.0 -1.9 1.1
O -0.544210 -2.137080 9.763145 0.4 0.7 -0.7
C -1.219290 -2.756740 10.839945 0.7 0.6 0.5
N 1.169900 -0.162460 8.500285 1.3 -0.6 0.8
H 0.117860 -0.725360 5.943735 0.3 1.2 0.4
H -1.433400 -1.060530 6.623855 -0.1 -0.3 -0.1
H -0.003870 -2.064830 6.845905 -0.2 -0.3 1.0
H -0.468500 0.785840 8.082095 -1.0 0.0 -0.4
H -2.097390 -1.020500 9.140685 -0.3 0.3 -0.8
H -1.094890 -0.161210 10.181635 0.6 0.3 0.2
H -1.210030 -2.118720 11.723655 -0.3 0.5 0.1
H -0.611100 -3.594650 11.180705 -0.1 -0.3 -0.5
H -2.242810 -3.068220 10.631425 0.0 0.0 -0.3
H 1.469450 -1.094140 8.749935 0.4 -0.5 -0.4
H 1.247820 0.258410 9.415105 0.0 0.7 0.2
C -3.114200 5.524420 1.186575 -0.6 -1.1 0.3
C -3.922430 4.719360 0.141545 -0.4 1.2 1.4
C -5.435760 4.810430 0.392445 -2.1 0.0 -1.3
O -6.295890 4.364280 -0.780755 1.0 -1.0 1.4
C -6.220280 2.913920 -0.993445 1.3 1.0 -0.3
N -3.696090 5.466840 -1.075945 0.8 -0.6 -2.6
H -3.360650 6.581580 1.087725 0.0 0.0 0.2
H -2.045190 5.379330 1.030795 0.0 0.0 0.0
H -3.378190 5.187480 2.189015 0.2 0.1 0.1
H -3.624850 3.671180 0.112315 0.3 0.1 -0.4
H -5.762750 5.849290 0.436505 0.4 0.3 0.0
H -5.874800 4.384450 1.294595 0.6 -0.6 0.1
H -6.896160 2.536270 -1.760695 -0.4 0.7 0.2
H -6.297570 2.300000 -0.096105 -0.3 0.3 0.2
H -5.225340 2.762550 -1.412105 0.2 -0.5 0.0
H -4.534660 5.347750 -1.626135 -0.3 -0.2 -0.6
H -3.657790 6.461920 -0.907245 0.1 0.1 0.4
C 1.610430 8.507830 -4.083655 0.3 -0.2 -0.2
C 0.951650 7.130840 -4.142465 1.0 -1.0 -0.9
C 1.926360 5.990490 -4.667435 -1.2 2.1 0.4
O 1.183730 4.815790 -4.729575 -0.9 0.5 -0.1
C 2.001200 3.698070 -4.930595 0.0 -1.0 0.5
N 0.430140 6.753260 -2.828145 -0.8 0.0 0.0
H 0.929850 9.322600 -3.836545 -0.3 -0.1 -0.4
H 2.121810 8.687000 -5.029425 -0.1 0.3 0.0
H 2.361910 8.596560 -3.299115 0.3 -0.5 0.1
H 0.040730 7.150990 -4.740725 0.3 0.1 -0.8
H 2.789400 5.912610 -4.006235 0.1 -0.1 0.4
H 2.313370 6.280800 -5.644185 0.0 0.0 -0.2
H 2.470180 3.482080 -3.970645 0.4 -0.3 -0.1
H 2.756280 3.845870 -5.702675 -0.1 0.1 -0.1
H 1.335580 2.873610 -5.186175 0.2 0.0 -0.1
H 1.214480 6.946540 -2.221885 0.1 -0.7 0.9
H -0.147570 7.568640 -2.681535 -0.6 0.1 0.8
C -4.921970 -6.960560 -5.331085 0.8 0.7 0.8
C -5.878190 -5.864210 -4.815425 1.7 -1.4 0.6
C -5.323980 -4.470020 -4.835075 1.2 0.3 -0.1
O -4.160810 -4.395910 -4.011185 0.5 1.7 0.4
C -3.623610 -3.032140 -4.040745 0.4 -1.2 -0.6
N -7.015450 -5.984000 -5.623125 -2.2 0.9 -0.8
H -3.929690 -6.724780 -4.946515 0.2 -0.5 0.2
H -4.818300 -7.024870 -6.414235 -0.4 0.4 -0.1
H -5.265280 -7.933860 -4.980485 0.2 0.0 0.1
H -6.143940 -6.072030 -3.778945 0.4 -0.2 0.5
H -6.000860 -3.709990 -4.444835 -0.6 -0.1 -0.2
H -5.026820 -4.220650 -5.853705 -0.2 0.2 -0.3
H -2.679570 -2.970260 -3.499395 -0.2 -0.5 0.3
H -4.270680 -2.228060 -3.690235 -0.5 -0.4 0.3
H -3.352170 -2.789550 -5.068155 -0.1 0.0 -0.3
H -7.655110 -5.304610 -5.236655 -0.8 0.2 -0.4
H -7.444200 -6.877420 -5.427975 -0.1 -0.2 -0.2
C -2.222200 -8.896520 -1.583005 0.0 -0.5 0.0
C -2.107880 -7.577990 -0.820245 2.4 -1.3 -0.9
C -0.928910 -6.754650 -1.444035 0.4 0.0 1.0
O -0.567440 -5.678920 -0.593315 -0.3 0.8 0.9
C 0.430230 -4.767920 -1.029665 -0.9 -0.3 -1.5
N -3.354050 -6.909330 -0.929995 -0.4 0.9 0.5
H -1.503570 -9.698250 -1.413015 0.5 0.4 0.6
H -2.123380 -8.734680 -2.656385 -0.7 0.1 -0.2
H -3.173170 -9.327020 -1.269265 -0.2 0.0 -0.6
H -1.894890 -7.844850 0.214895 0.1 0.4 0.2
H -1.256900 -6.386570 -2.416175 0.0 0.1 -0.3
H -0.003320 -7.321160 -1.546315 -0.1 -0.6 -0.4
H 1.264730 -5.265530 -1.523745 0.6 -0.3 0.8
H 0.661730 -4.024140 -0.267255 0.2 -0.6 0.2
H 0.081410 -4.193810 -1.888035 -0.6 0.4 -0.2
H -3.383160 -6.544840 -1.871495 -0.5 0.1 -0.4
H -3.227970 -6.089900 -0.353165 -0.5 0.5 0.2
C 3.642470 -2.287110 -5.059645 -1.5 0.0 -1.5
C 2.770050 -3.288940 -5.929685 0.1 0.0 1.2
C 1.528020 -2.778600 -6.682525 -0.1 1.0 -0.1
O 0.736070 -3.872940 -7.114115 0.8 -0.5 -0.5
C -0.109270 -3.567490 -8.194145 -0.8 0.2 -0.2
N 3.654050 -3.924840 -6.882415 0.3 -0.1 -0.7
H 3.828340 -1.447350 -5.729255 0.5 0.2 -0.1
H 4.586870 -2.747020 -4.768675 -0.3 0.0 0.0
H 3.110500 -1.822170 -4.229615 0.0 -0.5 0.2
H 2.418560 -4.099710 -5.291555 -0.1 0.0 0.3
H 1.863880 -2.193630 -7.538745 0.4 -0.1 -0.5
H 0.862950 -2.057640 -6.207125 0.0 0.0 0.9
H -0.743340 -2.725970 -7.915055 -0.4 0.0 0.0
H -0.709690 -4.428150 -8.488885 -0.2 -0.2 0.8
H 0.299500 -3.303530 -9.169505 1.2 0.3 0.2
H 4.096360 -3.215850 -7.449675 0.5 0.4 0.1
H 3.059480 -4.356500 -7.575415 -0.1 -0.7 0.0
C 1.302730 4.431860 5.740635 -0.2 0.7 0.0
C 2.659940 3.815100 5.852785 1.8 1.6 0.4
C 3.382810 4.008920 7.227105 -0.1 0.1 -0.1
O 3.579580 5.370960 7.558145 0.6 0.5 0.2
C 4.461770 5.501160 8.687305 -0.7 0.5 -0.2
N 2.619960 2.440120 5.476905 -0.2 -1.2 0.8
H 0.611270 3.909960 6.402145 -0.3 0.1 -0.1
H 1.050370 4.310730 4.687195 -0.6 -0.1 0.0
H 1.278390 5.504460 5.933055 0.1 0.0 0.3
H 3.294780 4.260590 5.086885 0.2 0.6 0.2
H 4.359360 3.526120 7.263865 0.1 -0.4 -0.5
H 2.833090 3.593880 8.071875 -0.6 -0.6 -0.1
H 4.105750 4.925730 9.541845 0.0 -0.4 0.0
H 4.443030 6.536060 9.028975 -0.1 0.1 -0.3
H 5.501830 5.259520 8.468255 0.0 -0.3 -0.3
H 2.214850 2.005080 6.293435 0.0 -1.0 0.2
H 1.884980 2.357730 4.789065 0.0 -0.3 -0.4
```
Forces are in eV/Å.

Computed properties:
- HOMO: -10.23 eV
- HOMO-LUMO gap: 4.2 eV
- LUMO level: -6.041 eV
- Charge: +1

These are the Mulliken partial charges, in e, on atoms 1 to 6: atom 1 (Mg): 1.117, atom 2 (C): -1.003, atom 3 (C): -0.234, atom 4 (O): -0.653, atom 5 (H): 0.346, atom 6 (H): 0.258